(1)
{"formula": "C19H26BrN3O3S", "method": "ωB97M-V/def2-TZVPD", "elements": ["C", "C", "O", "C", "O", "C", "C", "C", "C", "C", "N", "C", "C", "C", "C", "Br", "C", "C", "C", "C", "O", "C", "C", "N", "S", "N", "C", "H", "H", "H", "H", "H", "H", "H", "H", "H", "H", "H", "H", "H", "H", "H", "H", "H", "H", "H", "H", "H", "H", "H", "H", "H", "H"], "positions_angstrom": [[-3.029078, 3.239818, -3.498930], [-3.012556, 1.616232, -3.538444], [-3.188051, 0.993841, -2.234769], [-4.150664, 1.693716, -1.443126], [-5.359700, 1.728162, -1.791512], [-3.772147, 2.522911, -0.095986], [-2.256471, 2.259040, 0.392703], [-2.126895, 1.216149, 1.611997], [-0.709807, 0.423228, 1.619691], [-0.319657, -0.626517, 0.538262], [-1.255982, -0.935593, -0.565191], [-2.070804, -1.933017, -0.256390], [-3.327675, -2.149255, -1.264626], [-1.937000, -2.895763, 1.022233], [1.063984, -1.424424, 0.527666], [1.356992, -2.740813, -0.944016], [2.109161, -1.178104, 1.663347], [3.493685, -1.964383, 1.754514], [4.491497, -1.726897, 0.519540], [4.945621, -0.199830, 0.298778], [6.394578, -0.001189, 0.338905], [7.055397, -0.752916, -0.708991], [1.662498, -0.103681, 2.751290], [2.520947, 0.196126, 3.885347], [1.679022, 1.382731, 4.814085], [0.202336, 1.587647, 3.929688], [0.292456, 0.711759, 2.788072], [-2.508766, 3.640170, -2.552975], [-2.397295, 3.631285, -4.384230], [-4.120301, 3.563571, -3.583615], [-3.731583, 1.195969, -4.333291], [-1.950527, 1.327022, -3.892894], [-3.833820, 3.634330, -0.382911], [-4.557600, 2.347664, 0.721946], [-1.594434, 1.888925, -0.467347], [-1.844552, 3.273000, 0.759614], [-2.991639, 0.450833, 1.617983], [-2.130842, 1.837265, 2.586484], [-3.337444, -3.272802, -1.511697], [-4.260515, -1.853829, -0.655886], [-3.242009, -1.497462, -2.204477], [-2.666765, -3.785402, 0.898753], [-0.879527, -3.326270, 1.163731], [-2.266723, -2.285085, 1.947744], [3.226025, -3.093243, 1.743082], [4.067342, -1.765662, 2.722542], [4.058356, -2.086617, -0.493949], [5.404540, -2.418567, 0.703836], [4.460717, 0.507892, 1.078197], [4.568079, 0.193594, -0.725824], [7.904262, -0.163323, -1.193855], [7.553811, -1.669597, -0.197139], [6.319524, -1.212639, -1.477963]], "forces_ev_per_a": [[0.111, -0.799, -0.345], [1.361, 0.828, -1.427], [-1.163, 2.165, 1.092], [-3.790, 0.374, -0.510], [4.425, -0.300, 0.933], [1.414, -0.414, -0.708], [0.077, 0.178, 0.336], [0.977, -0.232, 0.172], [1.426, -1.528, -0.854], [1.012, 1.076, 2.071], [-0.715, -1.535, 3.344], [0.161, 0.962, -1.270], [1.146, -0.374, 1.078], [-0.879, 0.190, -0.380], [0.850, 2.537, 3.886], [-0.308, 1.390, 1.692], [-3.259, 0.704, -1.703], [-0.479, -0.514, -0.561], [0.231, -0.206, -0.597], [-0.423, 0.539, -0.166], [-1.127, -0.562, -1.019], [0.484, -1.634, 0.444], [0.681, 0.361, 1.428], [-4.223, 0.976, -2.412], [-1.124, -1.923, -3.346], [2.320, -3.180, -2.658], [1.628, -0.899, 0.040], [-0.979, -0.708, -1.337], [-1.265, -0.649, 1.296], [1.669, -0.037, 0.245], [0.778, 0.734, 1.462], [-1.705, 0.161, 0.835], [-0.137, -1.721, 0.172], [1.152, 0.012, -1.395], [-1.176, 0.616, 1.104], [-0.471, -1.659, -0.605], [1.328, 1.228, -0.038], [-0.194, -1.282, -1.432], [-0.319, 1.727, 0.253], [1.287, -0.597, -1.050], [-0.005, -1.007, 1.635], [1.162, 1.529, 0.187], [-1.599, 0.967, -0.268], [0.705, -1.062, -1.374], [0.379, 1.804, 0.085], [-1.127, 0.022, -1.284], [0.430, 0.458, 1.940], [-1.365, 1.371, -0.189], [1.067, -1.278, -1.038], [0.520, -0.798, 1.515], [-1.458, -0.519, 0.605], [-0.668, 1.367, -0.929], [1.175, 1.140, 1.049]], "de_lowest_ev": 8.4766, "fmax_ha_per_bohr": 0.0965, "lumo_energy_ev": -1.21, "e_homo_ev": -8.3, "total_energy_ha": -4101.46062, "orbital_gap_ev": 7.1, "smiles": "CCOC(=O)CCCc1c(N=C(C)C)c(Br)c(CCCOC)c2nsnc12"}

(2)
{"formula": "C30H64NO5S4", "method": "ωB97M-V/def2-TZVPD", "elements": ["C", "C", "C", "C", "C", "C", "C", "C", "C", "C", "C", "C", "C", "C", "N", "C", "C", "C", "C", "O", "C", "C", "C", "C", "H", "H", "H", "H", "H", "H", "H", "H", "H", "H", "H", "H", "H", "H", "H", "H", "H", "H", "H", "H", "H", "H", "H", "H", "H", "H", "H", "H", "H", "H", "H", "H", "H", "H", "H", "H", "H", "H", "H", "H", "C", "S", "O", "C", "H", "H", "H", "H", "H", "H", "C", "S", "O", "C", "H", "H", "H", "H", "H", "H", "C", "S", "O", "C", "H", "H", "H", "H", "H", "H", "C", "S", "O", "C", "H", "H", "H", "H", "H", "H"], "positions_angstrom": [[3.934519, -3.883361, 2.001963], [3.700390, -4.434766, 0.502058], [3.797776, -3.202811, -0.559693], [2.887522, -3.601839, -1.856720], [3.240195, -2.662199, -3.149467], [1.868471, -2.486044, -3.961405], [1.655972, -1.053964, -4.652570], [2.050921, 0.209204, -3.748491], [1.560898, 0.142233, -2.226080], [2.626761, 0.846472, -1.208762], [1.993664, 1.051838, 0.278211], [1.111630, 2.437079, 0.402311], [-0.369013, 2.105760, 1.002741], [-1.547395, 2.276198, -0.085375], [-2.289129, 1.005647, -0.385435], [-1.649623, -0.272070, -0.599535], [-2.421481, -1.586700, -0.934847], [-3.983287, -1.541443, -1.014791], [-4.917364, -2.804213, -1.336983], [-4.599193, -3.981691, -0.559770], [-3.609659, -4.816369, -1.237883], [-2.492650, -5.192309, -0.110327], [-4.656144, -0.140280, -0.742698], [-3.748440, 1.076061, -0.448194], [4.277920, -2.791422, 2.015413], [4.710685, -4.545687, 2.529817], [2.962100, -3.946658, 2.619166], [2.658278, -4.912152, 0.424460], [4.479792, -5.236778, 0.246911], [4.862189, -3.086520, -0.954320], [3.367830, -2.231109, -0.102893], [2.948019, -4.716392, -2.108035], [1.795009, -3.419488, -1.506325], [4.069004, -3.211351, -3.708479], [3.678003, -1.703244, -2.713118], [1.891123, -3.264864, -4.820469], [0.922861, -2.759823, -3.351288], [2.167093, -1.033391, -5.692196], [0.523175, -0.964083, -4.888625], [3.179353, 0.387856, -3.879591], [1.538722, 1.130263, -4.232185], [1.394471, -0.908517, -1.809653], [0.597771, 0.754043, -2.141319], [3.076186, 1.798094, -1.651616], [3.492295, 0.086041, -1.075421], [1.366510, 0.137045, 0.575053], [2.893354, 1.152585, 0.997510], [1.055960, 2.975889, -0.609799], [1.672159, 3.104584, 1.149720], [-0.542192, 2.888433, 1.836127], [-0.397131, 1.076008, 1.528400], [-2.330724, 3.007488, 0.348209], [-1.106595, 2.774576, -1.028306], [-0.517333, -0.349018, -0.521104], [-1.894618, -2.584404, -1.128677], [-4.916751, -3.090622, -2.456974], [-6.017543, -2.542800, -1.088833], [-4.077625, -5.793566, -1.643129], [-3.130733, -4.283326, -2.132372], [-2.682453, -4.580333, 0.853448], [-1.430566, -4.989789, -0.476660], [-2.584431, -6.299222, 0.212196], [-5.785424, 0.029372, -0.743234], [-4.236488, 2.103567, -0.238145], [-7.332556, 4.373842, 2.540879], [-5.552846, 4.129794, 2.709997], [-4.952499, 4.227199, 1.338681], [-5.644749, 2.380107, 3.137528], [-7.512033, 5.405816, 2.236214], [-7.732153, 3.697433, 1.783020], [-7.816868, 4.191121, 3.501814], [-6.149141, 1.826933, 2.341837], [-6.187266, 2.264780, 4.080459], [-4.628778, 1.999188, 3.255284], [6.775166, -0.397122, -4.507478], [7.241077, -2.012589, -3.849049], [6.365415, -2.283527, -2.667499], [8.854579, -1.501425, -3.220707], [5.768945, -0.471103, -4.922752], [6.784339, 0.348286, -3.709933], [7.471576, -0.111073, -5.297827], [8.734767, -0.687897, -2.502931], [9.484220, -1.179917, -4.052139], [9.318317, -2.355593, -2.725982], [-9.305899, 2.971035, 6.898473], [-7.526223, 2.723585, 7.070878], [-6.925702, 2.815671, 5.701020], [-7.619925, 0.973504, 7.503152], [-9.482643, 4.002439, 6.590518], [-9.705855, 2.293266, 6.142171], [-9.793023, 2.792778, 7.858664], [-8.123879, 0.419343, 6.709205], [-8.161354, 0.859314, 8.443618], [-6.604874, 0.592834, 7.622508], [5.475712, 3.874004, 1.704869], [4.683164, 3.842488, 0.082761], [5.628332, 3.178345, -0.865307], [4.788987, 5.621546, -0.207633], [5.555254, 2.849131, 2.070007], [6.473555, 4.308518, 1.624515], [4.865951, 4.457561, 2.397333], [5.830687, 5.944651, -0.167897], [4.202370, 6.149550, 0.546345], [4.381261, 5.834470, -1.196543]], "forces_ev_per_a": [[-0.181, -0.662, 0.202], [0.080, 1.150, 0.142], [-0.711, -1.733, -0.920], [0.054, 0.964, 0.706], [-1.032, -1.110, 1.617], [0.353, -0.200, -1.286], [-0.985, -0.165, -0.167], [-0.158, 0.120, -0.930], [0.891, 1.165, 0.621], [-0.176, -1.466, 0.352], [0.766, 1.155, -0.882], [0.110, -1.391, 0.641], [0.423, 0.904, 0.305], [0.545, 1.362, 0.954], [-2.613, -3.254, -0.878], [-2.487, -1.625, -0.535], [-2.404, 3.454, 0.604], [1.597, 3.112, 0.718], [-0.845, -0.084, -0.006], [0.575, 0.940, -1.878], [1.189, -1.025, 0.800], [-0.410, -0.259, 0.222], [4.384, -0.113, 0.140], [-0.327, -2.666, -0.511], [-0.349, -1.618, -0.088], [-1.116, 1.174, -0.636], [1.493, 0.126, -0.952], [1.516, 0.662, 0.097], [-1.180, 1.220, 0.287], [-1.356, 0.169, 0.888], [0.872, -1.488, -0.719], [0.155, 1.529, 0.358], [1.568, -0.273, -0.750], [-1.228, 1.019, 0.473], [-0.685, -1.120, -0.874], [-0.187, 1.212, 1.355], [1.733, 0.549, -0.658], [-0.581, 0.180, 1.849], [1.734, -0.182, 0.318], [-1.587, -0.284, 0.697], [0.932, -1.409, 0.779], [0.133, 1.232, -0.837], [0.996, -0.959, -0.169], [-0.747, -1.170, 0.746], [-1.240, 1.334, -0.376], [0.983, 1.256, -0.394], [-1.582, -0.363, -1.004], [0.014, -0.791, 1.494], [-0.986, -0.845, -1.260], [-0.040, -1.324, -1.366], [0.024, 1.619, -1.004], [1.142, -1.297, -0.834], [-0.877, -1.194, 1.238], [-1.751, 0.512, -0.119], [-0.599, 1.915, 0.474], [0.250, 0.847, 1.614], [1.905, -0.169, -0.267], [0.464, 1.704, 0.707], [-0.704, -0.585, 1.308], [0.264, -0.828, -1.750], [-1.419, -0.377, 0.478], [0.249, 1.814, -0.706], [1.905, -0.372, -0.031], [1.089, -1.745, -0.287], [-0.095, 0.054, -0.087], [-0.135, -0.217, 0.176], [-0.013, -0.324, -0.110], [0.016, -0.143, -0.103], [0.131, -0.071, 0.011], [0.106, -0.001, 0.005], [0.176, -0.040, 0.015], [0.016, 0.129, -0.100], [0.179, 0.093, -0.279], [0.003, 0.147, -0.036], [-0.047, 0.115, 0.060], [-0.029, 0.034, 0.142], [0.272, 0.182, -0.232], [0.042, 0.054, 0.094], [0.078, -0.114, 0.046], [0.013, -0.088, 0.035], [-0.018, -0.078, 0.033], [-0.094, -0.044, -0.043], [-0.071, -0.047, -0.006], [-0.128, 0.005, -0.079], [-0.041, 0.010, -0.127], [-0.123, -0.043, 0.157], [-0.413, -0.027, 0.434], [0.037, -0.085, -0.110], [0.117, -0.064, 0.055], [0.096, -0.008, 0.025], [0.097, 0.020, -0.022], [0.007, 0.100, -0.005], [0.040, 0.085, -0.037], [-0.048, 0.135, -0.009], [0.058, -0.019, 0.070], [0.346, -0.004, -0.136], [-0.313, 0.217, 0.303], [0.024, 0.080, -0.029], [-0.046, 0.049, -0.120], [-0.059, -0.023, -0.092], [-0.014, -0.023, -0.067], [-0.027, -0.112, 0.003], [0.000, -0.067, -0.016], [0.015, -0.120, 0.068]], "fmax_ha_per_bohr": 0.0853, "total_charge": 1, "lumo_energy_ev": -3.92, "e_homo_ev": -10.3, "total_energy_ha": -3204.54593, "orbital_gap_ev": 6.4}

(3)
{"formula": "C2H10N2O3", "method": "ωB97M-V/def2-TZVPD", "elements": ["C", "N", "C", "N", "O", "H", "H", "H", "H", "H", "H", "H", "H", "O", "H", "H", "O"], "positions_angstrom": [[-0.043407, -1.810906, -0.414420], [0.550725, -0.835367, 0.410093], [1.266726, 0.208750, -0.288086], [1.951960, 1.108874, 0.503351], [1.377127, 0.154674, -1.483163], [-1.149770, -1.761847, -0.402503], [0.314696, -2.809779, -0.101829], [0.224247, -1.905323, -1.476636], [0.003706, -0.419198, 1.240511], [2.361120, 0.890470, 1.395027], [2.038942, 2.034961, 0.118618], [-1.442811, 0.959007, -1.017493], [-2.761870, 1.113282, -0.261887], [-2.399205, 1.081516, -1.156608], [-0.791296, 0.419078, 2.092562], [-1.881592, -0.550180, 2.498383], [-1.643078, 0.072646, 1.796633]], "forces_ev_per_a": [[-0.749, -1.888, -0.582], [-0.979, 1.774, -0.764], [3.567, 0.543, 0.320], [-1.621, -0.546, -0.365], [-1.232, 0.188, 0.031], [0.381, -0.134, 0.659], [-0.513, -0.053, 0.724], [0.562, 1.259, 0.389], [0.639, -1.935, -1.398], [-0.241, 0.011, 0.159], [0.518, 0.003, -0.043], [-0.647, 0.242, -0.263], [-0.063, 0.042, -0.115], [0.708, -0.277, 0.333], [-0.730, 1.034, 0.869], [-0.308, 0.049, 0.017], [0.708, -0.313, 0.030]], "de_lowest_ev": 1.2196, "fmax_ha_per_bohr": 0.0704, "total_charge": 1, "spin_multiplicity": 2, "lumo_energy_ev": [-3.89, -9.14], "s_squared": 0.76, "e_homo_ev": [-14.7, -14.7], "total_energy_ha": -417.07678, "orbital_gap_ev": [10.9, 5.6]}